C5H11N3 | wB97M-V/def2-TZVPD

Results
E_tot: -361.1884 Ha
LUMO level: 0.948 eV
orbital gap: 9.0 eV
relative energy (zero: lowest compared OMol25 entry of this formula, charge and spin): 126.1 kcal/mol
structure (SMILES): [H]/N=C/NN1CC1(C)C
HOMO: -8.056 eV

Bonds (Å) are listed after each position.
Geometry (Å):
1 H 1.9149 2.6775 3.1686  N2 1.146
2 N 1.9297 1.6899 2.5875  H1 1.146, C3 1.285
3 C 1.2359 1.7031 1.5055  N2 1.285, N4 1.473, H10 1.166
4 N 0.9321 0.3900 0.9098  C3 1.473, N5 1.422, H11 1.143
5 N 0.8172 -0.1240 -0.4108  N4 1.422, C6 1.456, C7 1.473
6 C -0.1852 0.8049 -0.9141  N5 1.456, C7 1.536, H12 1.041, H13 1.195
7 C -0.5012 -0.6885 -0.7481  N5 1.473, C6 1.536, C8 1.570, C9 1.463
8 C -0.2828 -1.5400 -2.0489  C7 1.570, H14 1.101, H15 1.078, H16 1.125
9 C -1.4397 -1.0611 0.3107  C7 1.463, H17 1.188, H18 1.142, H19 1.106
10 H 0.9478 2.5910 0.8073  C3 1.166
11 H 1.5130 -0.1978 1.6990  N4 1.143
12 H -0.5745 1.5015 -0.2458  C6 1.041
13 H -0.2536 0.9182 -2.1022  C6 1.195
14 H -0.0673 -2.4817 -1.5214  C8 1.101
15 H 0.2313 -1.1526 -2.9139  C8 1.078
16 H -1.3436 -1.7580 -2.3515  C8 1.125
17 H -1.2328 -0.3754 1.2586  C9 1.188
18 H -2.5668 -0.9270 0.1859  C9 1.142
19 H -1.0746 -1.9700 0.8240  C9 1.106

Atomic partial charges in e from the Löwdin method, atoms 1 to 5: H 0.11; N 0.00; C -0.31; N -0.09; N -0.04



C5H11N3 | wB97M-V/def2-TZVPD

Results
E_tot: -361.1756 Ha
LUMO level (spin up / spin down): 0.193 / 0.489 eV
orbital gap (spin up / spin down): 6.0 / 7.1 eV
relative energy (zero: lowest compared OMol25 entry of this formula, charge and spin): 134.2 kcal/mol
HOMO (spin up / spin down): -5.824 / -6.641 eV

Bonds (Å) are listed after each position.
Geometry (Å):
1 C -0.4392 0.7369 -0.6841  C2 1.488, C4 1.455, H9 1.078
2 C -0.8750 0.6630 -2.1049  C1 1.488, H14 1.093, H15 1.101, H16 1.093
3 C 1.7459 1.1369 1.1492  C6 1.487, H17 1.096, H18 1.094, H19 1.088
4 C 0.0208 -0.4284 0.0566  C1 1.455, N5 1.392, C6 1.395
5 N -0.2300 -1.7129 -0.4180  C4 1.392, H10 1.011, H11 1.012
6 C 1.3289 -0.0089 0.2987  C3 1.487, C4 1.395, H13 1.091
7 N -1.1376 -0.1839 1.7644  N8 1.198
8 N -1.9656 -1.0282 1.9533  N7 1.198, H12 1.085
9 H -0.5437 1.6699 -0.1542  C1 1.078
10 H -1.2053 -1.8807 -0.6242  N5 1.011
11 H 0.1493 -2.4487 0.1639  N5 1.012
12 H -1.5911 -2.0470 1.9378  N8 1.085
13 H 2.1345 -0.6685 -0.0257  C6 1.091
14 H -0.6340 1.5820 -2.6456  C2 1.093
15 H -1.9659 0.5345 -2.1830  C2 1.101
16 H -0.4203 -0.1830 -2.6260  C2 1.093
17 H 2.3297 0.7494 1.9924  C3 1.096
18 H 2.4022 1.8252 0.6085  C3 1.094
19 H 0.8964 1.6922 1.5410  C3 1.088

Atomic partial charges in e from the Löwdin method, atoms 1 to 5: C -0.08; C -0.10; C -0.10; C -0.52; N 0.10



C5H11N3 | wB97M-V/def2-TZVPD

Results
E_tot: -360.7976 Ha
LUMO level: -6.960 eV
total charge: +2
orbital gap: 11.3 eV
relative energy (zero: lowest compared OMol25 entry of this formula, charge and spin): 3.2 kcal/mol
structure (SMILES): [NH3+]CCc1c[nH]c[nH+]1
HOMO: -18.270 eV

Bonds (Å) are listed after each position.
Geometry (Å):
1 N 0.0465 1.2822 -1.9845  C2 1.510, H9 1.026, H10 1.021, H11 1.026
2 C -0.1755 1.8592 -0.6066  N1 1.510, C3 1.516, H12 1.097, H13 1.088
3 C 0.5193 1.1052 0.5102  C2 1.516, C4 1.499, H14 1.088, H15 1.098
4 C 0.1860 -0.3474 0.6729  C3 1.499, C5 1.354, N8 1.388
5 C 0.9416 -1.4358 0.3915  C4 1.354, N6 1.380, H16 1.078
6 N 0.2293 -2.5424 0.8072  C5 1.380, C7 1.316, H17 1.015
7 C -0.9283 -2.1633 1.3049  N6 1.316, N8 1.327, H18 1.074
8 N -0.9878 -0.8394 1.2262  C4 1.388, C7 1.327, H19 1.015
9 H -0.1683 2.0123 -2.6724  N1 1.026
10 H -0.5043 0.4531 -2.2138  N1 1.021
11 H 1.0310 1.0559 -2.1617  N1 1.026
12 H -1.2647 1.9384 -0.4995  C2 1.097
13 H 0.0971 2.9126 -0.6261  C2 1.088
14 H 0.3840 1.6223 1.4580  C3 1.088
15 H 1.6076 1.2214 0.4222  C3 1.098
16 H 1.9046 -1.5315 -0.0825  C5 1.078
17 H 0.4539 -3.5064 0.5842  N6 1.015
18 H -1.7090 -2.7852 1.7011  C7 1.074
19 H -1.6630 -0.3110 1.7687  N8 1.015

Atomic partial charges in e from the Löwdin method, atoms 1 to 5: N 0.21; C -0.12; C -0.09; C -0.21; C 0.03